1.
DFT (ωB97M-V/def2-TZVPD) results for a structure of composition C23H68N10O11 in a non-equilibrium geometry.

CARTESIAN COORDINATES (ANGSTROEM)
C 1.136 4.430 -1.979
O 0.745 5.305 -1.216
N 0.540 3.248 -2.107
N 2.252 4.477 -2.692
H 1.060 2.399 -1.943
H -0.433 3.203 -1.848
H 2.502 3.719 -3.306
H 2.906 5.210 -2.463
C -2.516 -0.520 -2.579
O -2.848 -1.702 -2.720
N -2.270 0.018 -1.389
N -2.444 0.417 -3.537
H -2.624 -0.587 -0.658
H -2.431 1.013 -1.392
H -2.100 1.356 -3.429
H -2.795 0.176 -4.451
C -3.638 -2.607 1.785
O -2.868 -2.379 0.878
N -4.518 -1.737 2.344
N -3.614 -3.712 2.495
H -4.704 -0.903 1.811
H -5.026 -2.030 3.160
H -2.959 -4.451 2.295
H -4.067 -3.721 3.393
C 3.740 -5.286 2.025
O 4.550 -6.070 2.523
N 3.496 -5.263 0.742
N 2.857 -4.519 2.702
H 2.569 -5.012 0.431
H 4.069 -5.945 0.268
H 2.007 -4.262 2.226
H 3.119 -4.354 3.660
C -0.054 -4.763 -0.220
O 0.363 -4.626 0.931
N -1.147 -4.144 -0.717
N 0.297 -5.748 -1.030
H -1.676 -3.412 -0.266
H -1.313 -4.308 -1.697
H 0.176 -5.768 -2.031
H 0.981 -6.352 -0.600
C 3.962 0.517 -5.744
C 3.334 1.432 -4.792
C 3.224 0.686 -3.388
O 3.895 2.690 -4.568
H 3.734 0.890 -6.745
H 3.472 -0.453 -5.695
H 5.037 0.383 -5.623
H 2.300 1.660 -5.062
H 4.139 0.160 -3.104
H 2.499 -0.124 -3.301
H 3.063 1.333 -2.524
H 4.415 2.881 -5.354
C -3.692 1.663 2.375
C -2.501 2.588 2.600
C -2.903 4.011 2.295
O -2.285 2.515 4.019
H -3.995 1.697 1.325
H -4.551 1.971 2.970
H -3.424 0.642 2.648
H -1.623 2.414 1.975
H -3.968 4.236 2.241
H -2.453 4.459 1.407
H -2.458 4.685 3.030
H -2.037 1.610 4.243
C 0.181 0.907 1.326
C 0.957 0.061 0.326
C 0.913 -1.439 0.578
O 0.343 0.320 -0.930
H 0.302 0.612 2.370
H -0.902 0.807 1.232
H 0.471 1.954 1.232
H 1.996 0.379 0.236
H 1.490 -2.012 -0.148
H -0.115 -1.784 0.685
H 1.459 -1.616 1.507
H -0.534 -0.084 -1.027
C 1.989 -3.491 -3.057
C 0.651 -3.350 -3.766
C 0.771 -2.478 -5.000
O 0.288 -4.640 -4.227
H 1.981 -4.204 -2.229
H 2.325 -2.625 -2.486
H 2.715 -3.988 -3.704
H -0.119 -2.931 -3.118
H 1.053 -3.137 -5.821
H 1.487 -1.687 -4.786
H -0.153 -1.979 -5.295
H 1.127 -4.984 -4.548
C -2.580 -1.519 5.561
C -1.164 -0.935 5.528
C -0.496 -1.155 4.185
O -1.256 0.482 5.727
H -3.187 -1.201 4.713
H -3.110 -1.266 6.479
H -2.370 -2.588 5.492
H -0.544 -1.443 6.268
H -0.067 -2.139 3.994
H 0.285 -0.413 4.007
H -1.118 -0.989 3.302
H -1.478 0.740 6.625
C 0.632 5.229 1.334
C 0.018 6.613 1.068
C 0.674 7.816 1.713
O 0.011 6.817 -0.316
H 0.059 4.320 1.149
H 0.982 5.116 2.362
H 1.526 5.115 0.718
H -1.014 6.634 1.426
H 0.124 8.641 1.259
H 1.706 8.056 1.455
H 0.596 7.875 2.799
H 0.588 6.241 -0.825

## Properties
Kohn-Sham gap	7.825	eV
highest occupied orbital energy	-0.2825	Ha
relative energy (zero: lowest compared OMol25 entry of this formula, charge and spin)	6.605	eV
energy	-62377.131	eV
total charge	0
maximum force	12.48	eV/A

***

2.
DFT (ωB97M-V/def2-TZVPD) results for an isolated molecule of C7H14 in a non-equilibrium geometry.

CARTESIAN COORDINATES (ANGSTROEM)
C -1.831 -1.124 -0.307
C -0.620 -0.355 -0.785
C -0.258 1.020 -0.260
C -1.091 1.724 0.793
C 0.643 -0.152 -0.016
C 1.020 -0.710 1.342
C 2.003 -0.214 -1.062
H -1.766 -2.182 -0.589
H -2.736 -0.714 -0.772
H -1.961 -1.079 0.779
H -0.387 -0.513 -1.833
H 0.176 1.695 -0.989
H -1.929 2.240 0.307
H -0.508 2.481 1.332
H -1.512 1.039 1.536
H 1.091 -0.034 2.211
H 1.938 -0.698 0.735
H 0.726 -1.730 1.627
H 1.868 0.529 -1.852
H 3.033 -0.013 -0.657
H 2.100 -1.209 -1.541

## Properties
SMILES string	C[C@@H]1[C@H](C)C1(C)C
Kohn-Sham gap	10.196	eV
highest occupied orbital energy	-0.3362	Ha
relative energy (zero: lowest compared OMol25 entry of this formula, charge and spin)	2.826	eV
energy	-7483.468	eV
total charge	0
maximum force	3.92	eV/A

***

3.
DFT (ωB97M-V/def2-TZVPD) results for an isolated molecule of C2H6N4 in a non-equilibrium geometry.

CARTESIAN COORDINATES (ANGSTROEM)
C -2.265 -0.186 -0.636
C 1.956 -0.508 0.286
N -0.610 0.426 0.793
N -1.741 -0.206 0.516
N 0.186 1.034 -0.149
N 1.364 0.505 -0.295
H -1.847 0.321 -1.501
H -3.206 -0.696 -0.739
H 2.975 -0.724 0.036
H 1.446 -1.131 0.993
H -0.176 0.125 1.660
H 1.917 1.040 -0.964

## Properties
Kohn-Sham gap (spin up / spin down)	8.385 / 8.386	eV
highest occupied orbital energy (spin up / spin down)	-0.2770 / -0.2770	Ha
relative energy (zero: lowest compared OMol25 entry of this formula, charge and spin)	4.967	eV
energy	-8127.126	eV
total charge	0
maximum force	1.58	eV/A

***

4.
DFT (ωB97M-V/def2-TZVPD) results for the ion C5H11FN with charge +1 in a non-equilibrium geometry.

CARTESIAN COORDINATES (ANGSTROEM)
C 1.389 0.545 -1.040
C 0.288 0.444 -0.046
C 1.515 1.824 -1.711
C -0.788 -0.626 2.077
C -0.178 -0.790 0.636
N -1.376 -1.331 -0.115
F -0.702 1.454 -0.051
H 1.973 -0.433 -1.213
H 1.972 2.640 -1.125
H 2.301 1.624 -2.408
H 0.537 2.291 -2.012
H -1.080 -1.626 2.328
H -0.049 -0.360 2.764
H -1.690 0.088 2.055
H 0.732 -1.488 0.607
H -1.537 -2.279 0.143
H -1.075 -1.193 -1.102
H -2.231 -0.782 0.215

## Properties
SMILES string	C/C=C(\F)[C@@H](C)[NH3+]
Kohn-Sham gap	9.639	eV
highest occupied orbital energy	-0.4856	Ha
relative energy (zero: lowest compared OMol25 entry of this formula, charge and spin)	2.453	eV
energy	-9562.235	eV
total charge	+1
maximum force	7.65	eV/A

***

5.
DFT (ωB97M-V/def2-TZVPD) results for a cluster of 18 separate species, C40H121N5O25 in total in a non-equilibrium geometry.

CARTESIAN COORDINATES (ANGSTROEM)
C -13.414 -3.853 3.175
O -13.810 -4.860 4.088
H -13.133 -4.262 2.198
H -14.241 -3.152 3.077
H -12.562 -3.301 3.589
H -12.981 -5.389 4.290
C -21.397 -6.220 -1.233
O -21.965 -6.965 -0.178
H -20.302 -6.312 -1.205
H -21.768 -6.555 -2.201
H -21.628 -5.148 -1.187
H -21.630 -6.549 0.635
C -14.005 -6.717 7.240
O -12.816 -7.520 7.270
H -13.766 -5.660 7.126
H -14.611 -6.963 6.365
H -14.604 -6.884 8.138
H -13.142 -8.453 7.373
C -22.765 -9.733 1.521
O -23.107 -11.081 1.346
H -22.155 -9.627 2.426
H -22.161 -9.407 0.672
H -23.618 -9.067 1.604
H -22.296 -11.575 1.108
C -11.722 -10.872 1.161
O -12.828 -11.518 1.789
H -11.165 -11.553 0.507
H -11.998 -10.008 0.553
H -11.025 -10.609 1.953
H -13.143 -12.161 1.122
C -14.522 -7.368 -0.649
O -14.523 -8.280 -1.764
H -15.494 -7.380 -0.151
H -13.715 -7.701 0.004
H -14.313 -6.350 -0.992
H -15.455 -8.310 -2.049
C -15.034 -11.562 -1.571
C -15.501 -13.024 -1.471
C -14.820 -13.702 -0.291
O -13.446 -13.405 -0.189
C -12.634 -14.021 -1.192
N -16.955 -13.134 -1.325
H -15.599 -11.035 -2.344
H -13.976 -11.505 -1.825
H -15.275 -10.977 -0.676
H -15.163 -13.429 -2.432
H -14.995 -14.783 -0.257
H -15.290 -13.269 0.599
H -12.889 -13.688 -2.199
H -12.744 -15.107 -1.109
H -11.621 -13.729 -0.926
H -17.204 -12.500 -0.555
H -17.403 -12.715 -2.134
C -19.261 -7.158 2.109
C -18.626 -8.208 3.026
C -17.399 -8.826 2.325
O -16.696 -9.806 3.109
C -15.640 -10.421 2.337
N -18.261 -7.507 4.285
H -20.066 -6.651 2.637
H -19.676 -7.628 1.210
H -18.518 -6.421 1.790
H -19.439 -8.900 3.269
H -16.731 -7.984 2.082
H -17.733 -9.303 1.393
H -16.076 -11.123 1.621
H -15.091 -10.964 3.102
H -15.010 -9.700 1.818
H -17.748 -8.179 4.832
H -17.548 -6.815 4.026
C -22.751 -7.394 4.388
C -23.936 -7.489 5.334
C -24.826 -6.255 5.356
O -24.043 -5.064 5.415
C -24.822 -3.923 5.545
N -24.706 -8.690 4.952
H -23.020 -7.348 3.328
H -22.048 -8.211 4.523
H -22.287 -6.431 4.624
H -23.602 -7.744 6.345
H -25.512 -6.265 6.217
H -25.436 -6.222 4.433
H -25.603 -3.866 4.771
H -24.186 -3.044 5.473
H -25.383 -3.859 6.488
H -25.479 -8.946 5.557
H -25.117 -8.599 4.025
C -12.321 -8.098 3.502
C -11.110 -7.314 3.973
C -10.377 -6.592 2.854
O -9.351 -7.371 2.290
C -8.686 -6.703 1.245
N -11.582 -6.305 4.925
H -13.049 -7.497 2.960
H -12.790 -8.604 4.350
H -11.960 -8.879 2.828
H -10.406 -7.982 4.483
H -9.992 -5.636 3.243
H -11.081 -6.327 2.044
H -8.363 -5.689 1.536
H -9.390 -6.589 0.414
H -7.750 -7.210 1.033
H -11.955 -6.782 5.767
H -10.833 -5.712 5.276
C -10.389 -10.785 5.807
C -11.035 -12.173 5.766
C -10.959 -12.861 7.099
O -9.601 -13.200 7.379
C -9.477 -13.917 8.566
N -12.448 -11.992 5.371
H -9.315 -10.922 5.967
H -10.745 -10.113 6.591
H -10.526 -10.262 4.863
H -10.468 -12.721 5.002
H -11.496 -13.825 7.095
H -11.339 -12.262 7.938
H -9.650 -13.280 9.446
H -8.432 -14.215 8.657
H -10.123 -14.797 8.640
H -13.000 -12.848 5.471
H -12.526 -11.821 4.367
C -18.039 -9.344 -2.055
C -19.366 -8.652 -1.783
O -20.246 -9.488 -1.046
O -17.171 -8.432 -2.699
H -18.252 -10.281 -2.574
H -17.586 -9.579 -1.090
H -19.841 -8.468 -2.763
H -19.269 -7.647 -1.362
H -21.170 -9.239 -1.125
H -17.367 -8.410 -3.643
C -15.748 -10.891 6.364
C -14.772 -10.864 7.537
O -13.472 -10.299 7.377
O -16.084 -9.609 5.842
H -16.679 -11.327 6.753
H -15.363 -11.539 5.567
H -14.669 -11.865 7.960
H -15.216 -10.182 8.269
H -12.964 -10.936 6.797
H -16.189 -9.732 4.855
C -19.354 -11.719 1.586
C -20.116 -13.015 1.422
O -21.201 -12.838 0.511
O -18.680 -11.347 0.385
H -18.589 -11.780 2.372
H -19.937 -10.865 1.961
H -20.521 -13.355 2.373
H -19.424 -13.771 1.045
H -20.811 -12.837 -0.371
H -19.292 -10.829 -0.174
C -18.489 -3.584 -1.605
C -18.632 -3.151 -0.148
O -19.899 -2.540 0.067
O -17.234 -4.168 -1.904
H -18.621 -2.685 -2.229
H -19.295 -4.276 -1.839
H -17.802 -2.488 0.137
H -18.486 -4.002 0.520
H -19.889 -1.711 -0.423
H -16.557 -3.486 -1.905
C -19.558 -4.450 5.001
C -20.369 -3.279 5.535
O -20.140 -2.025 4.882
O -20.029 -5.620 5.596
H -18.474 -4.348 5.125
H -19.757 -4.413 3.914
H -20.090 -3.171 6.595
H -21.436 -3.480 5.461
H -19.276 -1.708 5.165
H -19.606 -6.369 5.105
C -22.205 -4.064 2.211
C -23.514 -4.039 1.454
O -23.533 -3.078 0.412
O -21.134 -4.594 1.458
H -22.350 -4.732 3.065
H -21.951 -3.091 2.646
H -24.329 -3.840 2.163
H -23.747 -5.012 1.023
H -23.134 -2.256 0.709
H -20.699 -3.869 0.967
C -19.764 -11.372 6.984
C -19.803 -10.947 5.533
O -20.631 -11.737 4.704
O -19.124 -12.638 7.162
H -20.780 -11.434 7.390
H -19.224 -10.616 7.563
H -18.798 -10.980 5.106
H -20.113 -9.893 5.498
H -21.564 -11.550 4.857
H -19.760 -13.258 7.515

## Properties
Kohn-Sham gap	9.337	eV
highest occupied orbital energy	-0.3350	Ha
energy	-102073.431	eV
total charge	0
maximum force	1.78	eV/A

***

6.
DFT (ωB97M-V/def2-TZVPD) results for an isolated molecule of C22H32N4O3.

CARTESIAN COORDINATES (ANGSTROEM)
C 1.938 -3.700 3.101
C 2.702 -4.968 3.465
C 2.094 -6.233 2.855
C 0.726 -6.607 3.448
C -0.383 -6.709 2.399
N -0.670 -5.420 1.779
C -1.416 -4.538 2.534
O -1.846 -4.804 3.632
N -1.653 -3.311 1.961
C -1.208 -2.924 0.721
C -1.465 -1.650 0.218
C -1.007 -1.304 -1.044
C -0.303 -2.235 -1.813
C -0.036 -3.488 -1.313
C -0.482 -3.845 -0.040
C -0.195 -5.180 0.497
O 0.417 -6.028 -0.117
H 0.510 -4.223 -1.884
H 0.016 -1.947 -2.802
C -1.278 0.038 -1.652
O -1.481 0.176 -2.840
N -1.290 1.067 -0.771
H -0.979 0.912 0.174
C -1.438 2.438 -1.201
H -1.813 2.399 -2.224
H -2.171 2.947 -0.570
C -0.106 3.198 -1.135
N -0.292 4.595 -1.472
C 0.718 5.458 -0.886
C 0.344 6.921 -1.104
C 0.227 7.230 -2.595
C -0.195 8.676 -2.832
H 0.529 9.362 -2.398
H -0.268 8.883 -3.897
H -1.165 8.868 -2.378
C -0.775 6.250 -3.202
C -0.362 4.812 -2.907
H -1.098 4.127 -3.330
H 0.613 4.602 -3.385
H -0.841 6.393 -4.282
H -1.760 6.429 -2.770
H 1.205 7.068 -3.064
H 1.097 7.560 -0.639
H -0.616 7.112 -0.622
H 0.770 5.252 0.186
H 1.717 5.265 -1.321
H 0.271 3.138 -0.109
H 0.628 2.701 -1.794
H -2.049 -0.959 0.809
H -2.205 -2.671 2.516
H -0.092 -7.389 1.597
H -1.302 -7.061 2.873
H 0.422 -5.876 4.198
H 0.785 -7.575 3.948
H 2.006 -6.095 1.777
H 2.793 -7.057 3.013
H 2.738 -5.071 4.552
H 3.730 -4.872 3.108
H 1.873 -3.592 2.019
H 0.930 -3.720 3.510
H 2.445 -2.825 3.502

## Properties
SMILES string	CCCCCn1c(=O)[nH]c2cc(C(=O)NCCN3CCC(C)CC3)ccc2c1=O
Kohn-Sham gap	8.732	eV
highest occupied orbital energy	-0.3250	Ha
relative energy (zero: lowest compared OMol25 entry of this formula, charge and spin)	0.153	eV
energy	-35439.195	eV
total charge	0
maximum force	0.65	eV/A

***

7.
DFT (ωB97M-V/def2-TZVPD) results for a structure of composition C3H5FO2 in a non-equilibrium geometry.

CARTESIAN COORDINATES (ANGSTROEM)
C 0.019 0.858 0.263
C 0.886 0.376 -0.909
C -0.486 -0.578 0.242
O 0.357 -0.943 -0.735
O -0.488 -1.380 1.362
F -1.778 -0.516 -0.236
H 0.673 1.195 1.166
H -0.711 1.779 0.149
H 0.630 0.772 -1.838
H 2.020 0.528 -0.749
H -1.122 -2.090 1.286

## Properties
Kohn-Sham gap	11.910	eV
highest occupied orbital energy	-0.4020	Ha
relative energy (zero: lowest compared OMol25 entry of this formula, charge and spin)	1.110	eV
energy	-10003.353	eV
total charge	0
maximum force	4.00	eV/A